An isolated ion of composition C11H19N2O2 and charge +1 in a non-equilibrium geometry. Source: the OMol25 dataset; level of theory: the ωB97M-V functional and the def2-TZVPD basis.

XYZ file:
```
34
Properties=species:S:1:pos:R:3:nbo_charge:R:1
C -3.336 -0.632 -1.828 -0.686
C -2.468 -0.047 -0.767 0.401
C -2.768 0.418 0.458 -0.362
C -1.792 0.673 1.486 0.668
O -2.113 0.976 2.599 -0.498
N -0.390 0.509 1.004 -0.438
C 0.626 1.063 1.961 -0.034
C 0.779 0.105 3.185 -0.639
C 0.342 2.477 2.329 -0.651
C -0.125 -0.062 -0.174 0.836
N 1.127 -0.518 -0.477 -0.575
C 1.372 -1.207 -1.786 -0.053
C 2.460 -2.219 -1.572 -0.640
C 1.621 -0.133 -2.868 -0.646
O -1.085 -0.292 -1.039 -0.449
H -3.956 0.196 -2.228 0.263
H -4.012 -1.400 -1.581 0.267
H -2.645 -0.950 -2.670 0.253
H -3.881 0.540 0.744 0.280
H 1.485 1.176 1.329 0.187
H -0.290 -0.006 3.550 0.257
H 1.316 -0.765 2.715 0.218
H 1.519 0.442 3.958 0.250
H -0.360 2.411 3.279 0.247
H -0.210 3.189 1.596 0.241
H 1.363 2.894 2.624 0.243
H 1.960 -0.029 -0.084 0.427
H 0.394 -1.853 -1.791 0.227
H 3.398 -1.774 -1.129 0.220
H 2.276 -3.034 -0.839 0.237
H 2.471 -2.802 -2.541 0.249
H 2.528 0.534 -2.563 0.225
H 0.768 0.529 -2.938 0.220
H 1.627 -0.412 -3.943 0.256
```

E_LUMO, eV: -3.47
Energy, eV: -18782.64108
SMILES: Cc1cc(=O)n(C(C)C)/c(=[NH+]/C(C)C)o1
Orbital gap, eV: 10.46
ΔE to the lowest compared entry with this formula, charge and spin, kJ/mol: 243.76
HOMO, eV: -13.9
Largest force on an atom, eV/Å: 3.61
Charge: +1